Below is C13H24O7P2PdSbSeTe as an isolated structure, with properties calculated with ωB97M-V with the def2-TZVPD basis set.

Calculated values
Lowest unoccupied orbital energy (alpha / beta), eV: -5.37 / -5.37
F_max, eV/A: 0.8
ΔE to the lowest compared entry with this formula, charge and spin, eV: 2.530
Net charge: +1
Kohn-Sham gap (alpha / beta), hartree: 0.2150 / 0.2146

Each line ends with the Mulliken charge.
CARTESIAN COORDINATES (ANGSTROEM)
Pd -0.3807 -0.1957 0.5132  0.282
C -1.9370 2.7897 3.7990  -1.662
C -1.2643 1.4330 3.5921  1.069
O -0.8523 0.9394 4.8723  -0.590
P -2.5094 0.2672 2.9552  0.981
O -1.7053 -1.1068 3.0840  -0.553
O -3.6693 0.2290 4.0296  -0.566
O -3.0318 0.5131 1.5988  -0.796
P 0.2256 1.6040 2.5253  0.752
O 1.0559 2.7595 3.2337  -0.568
O 1.0209 0.3226 2.5370  -0.734
O -0.2274 1.9991 1.1317  -0.775
H -2.7921 2.6988 4.4678  0.415
H -2.2789 3.1958 2.8472  0.328
H -1.2220 3.4812 4.2397  0.433
H -0.2780 0.1730 4.7214  0.415
H -2.2060 -1.9133 2.8986  0.355
H -3.3329 0.1924 4.9397  0.369
H 1.6504 2.4121 3.9119  0.377
C 3.0228 -1.4825 -0.2506  -0.986
Te 1.8094 0.1915 -0.7764  0.412
C 1.6846 -0.6950 -2.7176  -0.721
C 2.7808 -1.7328 -2.7451  0.420
C 3.1533 -2.3218 -3.9503  -0.678
C 4.1497 -3.2811 -3.9787  -0.604
C 4.7880 -3.6541 -2.8017  -0.586
C 4.4262 -3.0683 -1.6020  -0.765
C 3.4173 -2.1095 -1.5654  0.557
H 2.4320 -2.1355 0.3844  0.419
H 3.8767 -1.1171 0.3173  0.552
H 1.8203 0.0823 -3.4685  0.609
H 0.6987 -1.1412 -2.8191  0.387
H 2.6610 -2.0231 -4.8680  0.451
H 4.4368 -3.7326 -4.9185  0.413
H 5.5750 -4.3960 -2.8232  0.409
H 4.9299 -3.3534 -0.6862  0.459
Se -0.6589 -2.1943 -0.5246  -0.455
C -0.7937 1.5980 -2.7145  -1.344
Sb -1.9165 0.8529 -1.0901  1.392
C -3.3927 -0.3926 -1.9220  -1.235
C -2.9690 2.5224 -0.3857  -1.171
H -1.2526 2.5454 -2.9962  0.534
H -0.8533 0.8975 -3.5456  0.410
H 0.2457 1.7850 -2.4598  0.276
H -3.8867 0.1169 -2.7504  0.417
H -4.1142 -0.6106 -1.1370  0.349
H -2.9276 -1.3115 -2.2641  0.386
H -3.3646 3.0435 -1.2590  0.531
H -2.2837 3.1619 0.1638  0.292
H -3.7604 2.1616 0.2567  0.339

***

Below is C13H25BrClINOP2Sc as an isolated structure at a distorted geometry, with properties calculated with ωB97M-V with the def2-TZVPD basis set.

Calculated values
Lowest unoccupied orbital energy, eV: -10.46
F_max, eV/A: 8.2
ΔE to the lowest compared entry with this formula, charge and spin, eV: 0.000
Net charge: +2
Kohn-Sham gap, hartree: 0.1248

Each line ends with the Mulliken charge.
CARTESIAN COORDINATES (ANGSTROEM)
C 0.4500 -2.3481 -4.6875  -0.649
C 0.6795 -2.7465 -3.2469  0.714
H 0.6825 -3.1654 -5.4074  0.367
H 1.1004 -1.4825 -4.8869  0.307
H -0.6108 -2.0663 -4.7790  0.306
O 1.0389 -3.7033 -2.6584  -0.098
I -0.7267 2.1501 -3.2160  -0.203
Sc -0.4086 0.9695 -0.9042  -0.403
P -2.3383 -0.7654 -0.2586  1.121
C -2.3383 -1.8888 1.1826  -1.215
C -3.5327 0.4719 0.3921  -1.296
H -4.5346 0.0271 0.3669  0.469
H -4.4177 -1.7059 -1.0027  0.404
H -3.5136 1.3897 -0.2072  0.362
H -3.3978 -1.2360 -2.3945  0.347
H -1.8157 -1.4649 2.0492  0.323
H -3.2864 0.7448 1.4250  0.323
C -3.3957 -1.7124 -1.4052  -1.101
H -3.3917 -2.0488 1.4323  0.450
H -3.0401 -2.7482 -1.4875  0.371
H -1.8660 -2.8453 0.9257  0.382
P 2.2394 0.8189 -0.5844  1.109
C 3.0972 -0.0061 0.7998  -1.224
C 3.5149 0.6627 -1.8810  -1.108
H 1.8365 3.2409 -0.6139  0.372
H 3.5360 2.8270 -0.2137  0.462
H 2.2502 2.6781 1.0186  0.341
C 2.4844 2.5616 -0.0465  -1.308
H 3.1103 0.9921 -2.8463  0.338
H 4.3570 1.3115 -1.6048  0.404
H 4.0435 0.5292 0.9184  0.456
H 3.2887 -1.0584 0.5559  0.388
H 3.8631 -0.3761 -1.9559  0.374
H 2.5306 0.0339 1.7379  0.292
Cl -1.3677 3.1986 -0.2815  -0.421
Br -0.6816 3.4308 4.6106  -0.070
C -0.2812 1.8654 3.5771  -0.821
C 0.0889 0.7023 4.2130  -0.155
C 0.3659 -0.4210 3.4330  -0.757
C 0.2495 -0.3644 2.0416  -0.946
N -0.1407 0.7713 1.4118  1.110
C -0.3621 1.8688 2.1918  -0.283
H 0.1526 0.7073 5.2935  0.488
H 0.6694 -1.3435 3.9086  0.514
H 0.4720 -1.2383 1.3977  0.492
H -0.6533 2.7820 1.6868  0.674

***

Below is a 6-piece molecular cluster, C13H25Cl11N2O2P overall at a distorted geometry, with properties calculated with ωB97M-V with the def2-TZVPD basis set.

Calculated values
Lowest unoccupied orbital energy, eV: -2.55
F_max, eV/A: 3.1
Net charge: +1
Kohn-Sham gap, hartree: 0.3380

Each line ends with the Mulliken charge.
CARTESIAN COORDINATES (ANGSTROEM)
O 1.0820 -2.1582 0.5006  -0.365
P 1.2953 -1.7405 -1.0923  0.361
O 2.3851 -2.7912 -1.7361  -0.465
C 2.0536 -0.0229 -0.9652  -0.329
C 1.2262 1.0495 -0.9463  0.298
N 2.0835 2.1541 -0.8187  0.453
C 3.3083 1.7294 -0.8006  0.164
Cl 4.6747 2.7583 -0.7047  -0.101
N 3.3781 0.4192 -0.8757  -0.021
H 0.7915 -1.3221 0.9040  0.311
H 3.0253 -3.0177 -1.0341  0.318
H 0.0914 1.0390 -1.0272  0.144
H 1.7608 3.1298 -0.7574  -0.116
H 4.1886 -0.1811 -0.8909  0.209
Cl -1.5275 0.2323 -0.4994  -0.093
C -2.5938 0.4721 -1.9239  -0.475
C -3.7190 -0.5293 -1.9573  -0.664
Cl -3.1441 -2.1792 -2.2848  -0.105
H -1.9779 0.4168 -2.8195  0.376
H -2.9973 1.4812 -1.8475  0.335
H -4.4146 -0.2714 -2.7547  0.396
H -4.2671 -0.5424 -1.0176  0.307
Cl -0.8156 -7.3118 -4.9502  -0.181
C -0.1779 -5.6577 -4.7858  -0.477
C 0.2077 -5.3345 -3.3641  -0.186
Cl -1.2127 -5.2221 -2.2919  -0.178
H -0.9306 -4.9676 -5.1610  0.321
H 0.6996 -5.5911 -5.4279  0.306
H 0.7081 -4.3689 -3.3287  0.036
H 0.8811 -6.0833 -2.9530  0.350
Cl 1.3400 -0.2955 3.9619  -0.179
C 1.3037 -2.0691 4.1522  -0.499
C 2.6901 -2.6533 4.1063  -0.506
Cl 3.3891 -2.4817 2.4773  -0.141
H 0.6740 -2.4796 3.3660  0.265
H 0.8351 -2.2837 5.1114  0.398
H 2.6525 -3.7163 4.3387  0.319
H 3.3597 -2.1742 4.8167  0.348
Cl -2.0582 5.2178 -2.2465  -0.181
C -1.5306 4.6646 -0.6376  0.225
C -0.3935 5.4893 -0.0923  -0.339
Cl 1.1261 5.2465 -1.0130  -0.255
H -1.2594 3.6130 -0.7164  -0.245
H -2.3894 4.7482 0.0268  0.270
H -0.1910 5.1989 0.9351  0.158
H -0.6227 6.5519 -0.1080  0.426
Cl -2.5538 4.7141 3.4971  -0.185
C -2.6014 2.9467 3.7269  -0.497
C -1.2223 2.3396 3.7291  -0.607
Cl -0.4563 2.4305 2.1174  -0.023
H -3.2237 2.5218 2.9421  0.295
H -3.0848 2.7625 4.6850  0.374
H -1.2804 1.2852 3.9944  0.294
H -0.5659 2.8339 4.4412  0.357

***

Below is C13H25Cl9O3PS as an isolated structure at a distorted geometry, with properties calculated with ωB97M-V with the def2-TZVPD basis set.

Calculated values
Lowest unoccupied orbital energy, eV: -5.14
F_max, eV/A: 3.5
Net charge: +1
Kohn-Sham gap, hartree: 0.2564

Each line ends with the Mulliken charge.
CARTESIAN COORDINATES (ANGSTROEM)
C 6.8131 2.0239 0.1116  0.150
C 6.5471 0.8737 -0.0952  -0.594
C 6.0448 -0.4621 -0.3717  -0.499
S 4.3511 -0.2374 -1.0074  0.486
Cl 3.8860 -2.0294 -1.7676  -0.100
C 3.3539 0.0500 0.4863  -1.009
C 1.8771 -0.3108 0.1762  -1.053
P 0.6995 1.0221 0.7154  0.291
O 0.6090 1.3710 2.1375  -0.800
O -0.7642 0.5956 0.2157  0.019
C -0.9589 -0.7396 -0.3321  0.094
C -2.4518 -0.8848 -0.6140  -0.648
O 1.0371 2.4033 -0.0240  -0.366
C 1.2246 2.3327 -1.4665  -0.333
C 2.6790 2.7476 -1.7582  -0.877
H 6.8108 3.0883 0.2175  0.415
H 6.5934 -0.9590 -1.1771  0.443
H 6.0657 -1.1198 0.5010  0.395
H 3.7146 -0.6846 1.2115  0.543
H 3.5119 1.0633 0.8602  0.617
H 1.6422 -1.2463 0.6570  1.003
H 1.7523 -0.4542 -0.9033  0.495
H -0.7156 -1.4704 0.4414  0.308
H -0.4306 -0.9110 -1.2737  0.222
H -2.7098 -1.9295 -0.8171  -0.125
H -2.6468 -0.3443 -1.5442  0.097
H -3.0451 -0.4886 0.2050  0.262
H 0.9859 1.3424 -1.8616  0.220
H 0.5563 3.0702 -1.9100  0.496
H 3.0330 2.3843 -2.7233  0.278
H 2.7406 3.8355 -1.7225  0.374
H 3.2803 2.3673 -0.9297  0.111
C -5.2207 -0.0581 -3.2307  -0.001
Cl -4.1036 1.2350 -3.6926  -0.163
Cl -4.5444 -1.6550 -3.5618  -0.123
H -5.4210 0.0216 -2.1679  -0.090
H -6.1386 0.0560 -3.7953  0.360
C -3.8987 1.9444 1.7842  -0.069
Cl -4.2242 1.5612 0.0879  -0.063
Cl -4.8866 0.9626 2.8721  -0.164
H -2.8510 1.7464 1.9880  -0.041
H -4.1227 2.9907 1.9542  0.368
C -5.1361 -3.2334 0.5281  -0.241
Cl -3.7811 -4.0435 -0.2760  -0.177
Cl -5.9060 -2.0539 -0.5346  -0.105
H -5.8679 -3.9795 0.8134  0.350
H -4.7632 -2.7189 1.4068  0.217
C 1.1621 -1.9865 4.0246  -0.464
Cl 0.0176 -2.0640 5.3582  -0.152
Cl 0.5756 -0.8881 2.7265  0.041
H 2.1034 -1.5921 4.3904  0.295
H 1.3046 -2.9897 3.6330  0.309